CH7N5O4S2 in the gas phase in a non-equilibrium geometry, computed with ωB97M-V with the def2-TZVPD basis set.

Structure (XYZ):
```
19
Properties=species:S:1:pos:R:3:forces:R:3:nbo_charge:R:1
H -2.174038 1.014491 -2.250166 -2.1 2.8 0.0 0.42
H -0.995999 0.918226 2.899538 0.0 0.1 0.2 0.40
S -1.452024 -0.396402 -0.650259 0.7 2.6 0.7 2.41
H 1.929532 -1.350482 0.836864 -0.9 -1.2 -2.5 0.41
N -1.626494 0.257728 -2.096633 3.1 -3.4 -0.4 -1.06
C 0.159238 0.636004 1.324720 -0.9 1.3 1.0 0.54
N 0.111984 0.600205 -0.067205 -2.1 -1.1 -1.5 -0.90
O 1.292646 -0.079744 -2.192011 -1.5 0.0 -1.8 -0.96
N -1.033995 1.074614 1.907448 -0.6 -0.3 -0.3 -0.83
S 1.514597 0.018595 -0.806763 1.3 -1.5 0.9 2.45
H -0.732640 0.219542 -2.646700 -1.0 0.0 0.6 0.46
O -0.909126 -1.698101 -0.714589 -0.8 -0.9 -0.4 -0.91
H -1.977799 0.916003 1.476716 1.9 0.3 0.7 0.42
N 1.713440 -1.511678 -0.222088 1.3 1.7 1.9 -1.06
H 2.094882 0.221993 1.828881 -0.3 0.5 -0.7 0.37
N 1.156677 0.505389 2.062863 0.7 -0.6 1.9 -0.75
O -2.598420 -0.076998 0.174841 1.1 -0.6 -1.6 -0.89
H 0.885251 -2.029490 -0.469068 -0.1 -0.5 0.6 0.42
O 2.642285 0.760105 -0.396390 0.2 0.9 0.8 -0.91
```
Positions in Å, forces in eV/Å.

Calculated values
Maximum force: 4.66 eV/Å
Relative energy (zero: lowest compared OMol25 entry of this formula, charge and spin): 23.7 kJ/mol
Structure (SMILES): [H]/N=C(/N)N(S(N)(=O)=O)S(N)(=O)=O
Total charge: 0
Frontier orbital gap: 9.68 eV

A gas-phase ion, CH7N6O2 (charge +1) in a non-equilibrium geometry, computed with ωB97M-V with the def2-TZVPD basis set.

Structure (XYZ):
```
16
Properties=species:S:1:pos:R:3:forces:R:3:nbo_charge:R:1
N 0.571365 -1.760186 -0.421751 -1.2 0.2 -1.0 -0.40
H 0.752465 2.156312 -0.144235 0.2 -0.2 0.1 0.23
N 1.666402 0.329460 -0.356835 0.6 0.3 -0.3 -0.42
N -2.744693 -0.077068 0.003686 2.0 1.5 -0.2 0.67
H 0.114435 -2.318127 0.289863 0.2 0.0 0.7 0.36
C 0.755797 1.196264 0.391586 0.2 0.3 0.0 -0.14
N -0.540973 0.627667 0.544703 0.0 -1.6 0.5 -0.15
H 1.158302 1.325945 1.402015 -0.1 0.1 -0.2 0.23
H 2.533340 -1.434037 -0.400841 -0.6 0.2 0.3 0.45
H -1.554020 1.550598 -0.988247 -0.2 -0.3 0.1 0.40
O -3.628865 0.206793 -0.700418 -1.4 0.1 -0.9 -0.27
N -1.504083 0.881096 -0.210817 -0.5 0.2 -0.2 -0.25
H 1.437629 0.340731 -1.350725 0.0 -0.3 0.1 0.39
N 1.663599 -1.062305 0.050347 1.2 0.6 0.8 -0.26
O -2.514805 -0.881206 0.811875 -0.3 -1.2 0.8 -0.26
H 1.834100 -1.081939 1.079797 -0.2 0.0 -0.6 0.43
```
Positions in Å, forces in eV/Å.

Calculated values
Maximum force: 2.56 eV/Å
Relative energy (zero: lowest compared OMol25 entry of this formula, charge and spin): 132.7 kJ/mol
Total charge: +1
Frontier orbital gap (alpha / beta): 10.05 / 5.74 eV

3 unconnected molecules or ions with the total composition CH7NO in a non-equilibrium geometry, computed with ωB97M-V with the def2-TZVPD basis set.

Structure (XYZ):
```
10
Properties=species:S:1:pos:R:3:forces:R:3:nbo_charge:R:1
H 0.824938 -0.179829 -1.743969 -0.7 -0.1 -0.1 0.42
O -0.594687 1.721607 0.756687 0.5 -1.8 -0.7 -1.27
C 0.245634 -1.757995 -0.627947 -0.4 -1.9 -3.5 0.05
H -0.288019 -0.393072 2.282888 0.0 -0.1 0.1 -0.03
N 0.511403 -0.408681 -0.797811 0.8 -0.5 1.6 -0.82
H -0.653651 2.668721 0.649287 -0.1 0.2 -0.4 0.43
H -0.372096 0.165119 -0.476051 0.5 1.8 0.8 0.54
H -1.021403 -0.305212 2.360228 0.0 0.0 0.0 0.03
H 1.300626 -0.101071 -0.205973 -0.8 0.8 0.7 0.46
H -0.002432 -2.431393 0.178132 0.3 1.5 1.6 0.19
```
Positions in Å, forces in eV/Å.

Calculated values
Maximum force: 4.04 eV/Å
Relative energy (zero: lowest compared OMol25 entry of this formula, charge and spin): 817.3 kJ/mol
Total charge: 0
Frontier orbital gap: 5.34 eV

3 unconnected molecules or ions with the total composition CH7NO2 in a non-equilibrium geometry, computed with ωB97M-V with the def2-TZVPD basis set.

Structure (XYZ):
```
11
Properties=species:S:1:pos:R:3:forces:R:3:nbo_charge:R:1
H -0.182690 -2.309178 1.593853 -0.5 -0.1 -0.3 0.47
N -0.274876 1.890107 -1.208170 1.6 -1.7 -2.2 -0.71
C -1.104079 1.661118 -2.148437 -0.5 -0.4 1.4 0.05
O 1.333430 0.490714 1.555647 0.1 0.4 -0.5 -0.94
H 0.429871 0.367185 1.849935 0.1 -0.2 0.4 0.46
H -0.801479 1.510742 -3.187993 -0.1 1.6 -0.4 0.15
O 0.601271 -2.787168 1.339770 1.0 0.1 0.6 -0.95
H -0.218326 1.091983 -0.567704 -1.1 1.4 1.6 0.39
H 1.925584 -0.035448 2.096400 -0.3 -0.2 0.1 0.48
H -2.163497 1.458194 -1.899706 0.1 -0.8 -0.4 0.12
H 0.454793 -3.338244 0.576406 -0.5 0.0 -0.3 0.48
```
Positions in Å, forces in eV/Å.

Calculated values
Maximum force: 3.28 eV/Å
Relative energy (zero: lowest compared OMol25 entry of this formula, charge and spin): 237.3 kJ/mol
Structure (SMILES): C=N.O.O
Total charge: 0
Frontier orbital gap: 9.05 eV

2 unconnected molecules or ions with the total composition CH7NO4P in a non-equilibrium geometry, computed with ωB97M-V with the def2-TZVPD basis set.

Structure (XYZ):
```
14
Properties=species:S:1:pos:R:3:forces:R:3:nbo_charge:R:1
H -0.759108 -3.057431 -1.141623 1.6 1.0 0.5 0.56
P 0.066915 -1.128364 -0.236694 1.6 -2.0 1.4 2.10
O 0.496108 2.447109 -1.352609 0.4 -3.0 4.3 -0.40
O -0.542942 -1.491570 1.190894 0.0 -2.9 -3.3 -0.74
H -0.499087 3.480405 -2.628645 -1.8 0.6 -0.3 0.33
H -0.458237 0.179992 1.967818 -0.8 1.0 1.3 0.19
N 0.360331 3.108327 -2.345880 0.5 2.0 -3.4 -0.26
C -1.002353 -0.730723 2.224948 1.3 3.1 2.6 -0.27
O 0.124014 -2.595268 -0.933067 -1.4 1.1 0.0 -0.93
H 1.140442 3.313761 -2.928449 0.9 0.2 -0.5 0.33
O 1.579035 -0.625684 0.011855 -0.5 -2.2 0.8 -0.95
H -0.542048 -1.058987 3.208351 -0.7 -0.1 -1.3 0.24
H -2.081017 -0.569972 2.329752 0.3 -0.5 -0.5 0.23
H 2.117949 -1.271596 0.633350 -1.3 1.7 -1.6 0.56
```
Positions in Å, forces in eV/Å.

Calculated values
Maximum force: 5.26 eV/Å
Total charge: +1
Frontier orbital gap (alpha / beta): 7.96 / 4.79 eV
<S²>: 2.007
Multiplicity: 3

2 unconnected molecules or ions with the total composition CH7NS2 in a non-equilibrium geometry, computed with ωB97M-V with the def2-TZVPD basis set.

Structure (XYZ):
```
11
Properties=species:S:1:pos:R:3:forces:R:3:nbo_charge:R:1
S 2.127904 0.282414 0.090780 -0.5 -3.0 0.7 -0.27
H -0.458734 -1.224023 0.831185 -0.5 -0.1 0.2 0.37
H -2.890806 -0.464864 0.015720 -0.3 0.2 0.1 0.18
H -2.190757 0.313406 1.497301 -0.4 -0.2 -0.1 0.20
S 4.154652 -0.193417 -0.650593 -1.3 1.9 0.2 -0.08
N -0.768429 -0.487051 0.221223 -0.1 0.9 -0.8 -0.85
H -0.739168 -0.790950 -0.739555 0.5 -0.3 0.0 0.36
H 3.681141 0.000841 -1.884005 0.4 -0.2 -0.3 0.13
H -2.040940 1.133222 -0.015496 -0.3 0.0 -0.3 0.19
H 1.207692 1.289236 0.210441 1.4 1.2 -0.7 0.18
C -2.082554 0.141186 0.423000 1.0 -0.4 1.0 -0.41
```
Positions in Å, forces in eV/Å.

Calculated values
Maximum force: 3.18 eV/Å
Relative energy (zero: lowest compared OMol25 entry of this formula, charge and spin): 204.9 kJ/mol
Structure (SMILES): CN.SS
Total charge: 0
Frontier orbital gap: 7.92 eV

2 unconnected molecules or ions with the total composition CH7NS2 in a non-equilibrium geometry, computed with ωB97M-V with the def2-TZVPD basis set.

Structure (XYZ):
```
11
Properties=species:S:1:pos:R:3:forces:R:3:nbo_charge:R:1
C -0.273182 -1.979657 -0.415467 0.1 1.8 -0.7 -0.69
H 1.773114 1.140674 -2.455707 0.0 -0.5 -0.3 0.14
H -0.910535 -1.506258 0.313130 -0.4 -0.1 0.1 0.22
S 1.055324 -0.773819 -0.877195 1.8 -1.1 0.9 0.00
H -3.138477 1.554811 4.134070 0.1 0.2 -0.1 0.36
S 0.709239 1.100592 -1.652189 -1.3 0.6 0.2 -0.13
H 0.333375 -2.727711 0.083267 0.0 -0.2 -0.2 0.24
N -2.747479 1.118288 4.953923 -0.4 -0.1 0.2 -1.07
H -2.613921 0.141991 4.737533 0.2 0.0 0.1 0.36
H -0.790693 -2.296126 -1.305417 -0.3 -0.5 0.0 0.22
H -1.872165 1.555100 5.193588 0.2 0.0 -0.1 0.36
```
Positions in Å, forces in eV/Å.

Calculated values
Maximum force: 2.34 eV/Å
Relative energy (zero: lowest compared OMol25 entry of this formula, charge and spin): 83.7 kJ/mol
Structure (SMILES): CSS.N
Total charge: 0
Frontier orbital gap: 8.76 eV

4 unconnected molecules or ions with the total composition CH7O5 in a non-equilibrium geometry, computed with ωB97M-V with the def2-TZVPD basis set.

Structure (XYZ):
```
13
Properties=species:S:1:pos:R:3:forces:R:3:nbo_charge:R:1
O -0.603660 -0.775833 1.218902 -0.4 -0.3 0.1 -0.77
H 3.148180 0.830649 -1.589683 0.0 0.0 0.2 0.45
O 1.036773 0.671505 0.634953 -0.7 -0.1 0.0 -0.84
O -2.054094 -3.217249 -0.101279 0.1 0.3 0.0 -0.97
H -0.966437 2.461215 0.299137 -0.1 0.3 0.1 0.48
O -1.062273 2.822276 -0.596534 0.3 -0.7 0.3 -0.97
C 0.563369 -0.401857 1.120197 1.4 0.5 -0.5 0.65
H -1.244865 -2.930983 0.348742 0.0 0.0 0.1 0.49
H 1.718788 0.735477 -0.998673 0.3 0.0 0.2 0.51
H -2.468337 -2.355693 -0.235639 -0.1 -0.1 0.0 0.47
H -0.564693 2.107310 -1.025762 0.0 0.3 -0.3 0.48
H 1.406022 -1.075684 1.462799 -0.5 -0.2 0.2 0.00
O 2.223366 0.813712 -1.839771 -0.2 0.0 -0.3 -1.00
```
Positions in Å, forces in eV/Å.

Calculated values
Maximum force: 1.59 eV/Å
Relative energy (zero: lowest compared OMol25 entry of this formula, charge and spin): 45.6 kJ/mol
Total charge: -1
Frontier orbital gap: 9.30 eV